2 unconnected molecules or ions with the total composition C6H14N2O2 at a distorted geometry, computed with ωB97M-V with the def2-TZVPD basis set.

The geometry in XYZ format:
```
24
Properties=species:S:1:pos:R:3:lowdin_charge:R:1
C -2.43210 0.66087 1.93256 -0.069
N -2.87037 0.29292 0.58048 0.029
C -2.01586 -0.40339 -0.18949 -0.541
C -2.40991 -0.78443 -1.59397 0.002
O -0.85077 -0.59988 0.14727 0.010
H -1.37032 0.55053 2.08325 0.071
H -2.72130 1.70929 2.09833 0.083
H -2.96565 0.19422 2.76946 0.084
H -3.86491 0.35369 0.57207 0.132
H -2.44735 -1.87747 -1.57724 0.090
H -3.33951 -0.34776 -1.95023 0.074
H -1.64677 -0.53887 -2.32335 0.081
C 2.32337 1.59191 0.87478 -0.079
N 2.03695 0.61766 -0.15410 0.004
C 2.91089 -0.42060 -0.34463 -0.553
C 2.48896 -1.42053 -1.39953 0.001
O 3.96424 -0.51518 0.24672 0.040
H 3.24939 1.32273 1.37565 0.077
H 2.43736 2.57963 0.42952 0.076
H 1.55346 1.64773 1.64246 0.075
H 1.07424 0.36378 -0.34134 0.087
H 2.94250 -1.18352 -2.35330 0.082
H 1.39364 -1.34852 -1.48653 0.059
H 2.55983 -2.44480 -1.03885 0.084
```

Output
Spin multiplicity: 1
Molecular weight (u): 146.19
SMILES: CNC(C)=O.CNC(C)=O
E_LUMO (eV): 0.59
ΔE to the lowest compared entry with this formula, charge and spin (kJ/mol): 89.6


2 unconnected molecules or ions with the total composition C6H14N2O2 at a distorted geometry, computed with ωB97M-V with the def2-TZVPD basis set.

The geometry in XYZ format:
```
24
Properties=species:S:1:pos:R:3:lowdin_charge:R:1
C 1.00848 -1.27174 2.15720 -0.065
N 1.04684 0.04276 1.51540 -0.004
C 2.03624 0.27631 0.60192 -0.567
C 2.09753 1.67204 -0.00319 0.009
O 2.75949 -0.60927 0.19187 0.048
H 1.90139 -1.87730 2.05035 0.085
H 0.75764 -1.13179 3.20469 0.084
H 0.24224 -1.87790 1.70197 0.062
H 0.63765 0.73303 2.11228 0.129
H 2.79886 1.74053 -0.81895 0.088
H 1.05081 1.97850 0.06440 0.067
H 2.44294 2.37286 0.77225 0.084
C -0.43334 -1.69691 -1.26677 -0.042
N -0.99360 -0.40125 -0.89146 0.017
C -2.07427 0.10651 -1.53680 -0.548
C -2.67864 1.35669 -0.86865 0.005
O -2.73311 -0.48948 -2.36530 0.037
H -0.64749 -2.38961 -0.45519 0.077
H -0.84013 -1.95372 -2.22965 0.079
H 0.64953 -1.62703 -1.37606 0.079
H -0.53341 0.23966 -0.33064 0.053
H -3.11153 1.95783 -1.65982 0.078
H -3.50977 1.01806 -0.26304 0.082
H -1.87434 1.83123 -0.30681 0.061
```

Output
Spin multiplicity: 1
Molecular weight (u): 146.19
SMILES: CNC(C)=O.CNC(C)=O
E_LUMO (eV): 0.48
ΔE to the lowest compared entry with this formula, charge and spin (kJ/mol): 123.8


2 unconnected molecules or ions with the total composition C6H14N2O2 at a distorted geometry, computed with ωB97M-V with the def2-TZVPD basis set.

The geometry in XYZ format:
```
24
Properties=species:S:1:pos:R:3:lowdin_charge:R:1
C -0.82901 1.18911 2.07928 -0.106
N -1.37039 -0.10324 2.30520 0.003
C -1.25525 -1.04586 1.25081 -0.480
C -1.50095 -2.48088 1.47527 -0.032
O -0.85707 -0.68529 0.11521 -0.007
H -0.07121 1.44370 2.74644 0.062
H -0.29203 1.26885 1.10693 0.059
H -1.58251 2.01896 1.99036 0.107
H -1.68574 -0.32601 3.26459 0.152
H -2.67025 -2.59544 1.42874 0.121
H -1.08497 -3.32117 0.93610 0.074
H -1.49115 -2.86448 2.59286 0.108
C 0.31954 2.26828 -1.46161 -0.071
N 0.98965 0.94695 -1.17012 0.019
C 1.63636 0.35202 -2.13532 -0.579
C 2.17893 -1.11929 -2.06867 0.007
O 1.68238 0.82019 -3.26575 -0.004
H -0.81665 2.23670 -1.69617 0.103
H 0.43813 2.95564 -0.65202 0.043
H 0.71695 2.83614 -2.42797 0.118
H 0.76599 0.53760 -0.24499 0.098
H 1.44407 -1.59964 -2.64730 0.056
H 3.18452 -1.19994 -2.48965 0.076
H 2.15068 -1.53291 -1.03222 0.073
```

Output
Spin multiplicity: 1
Molecular weight (u): 146.19
SMILES: CNC(C)=O.CNC(C)=O
E_LUMO (eV): 0.53
ΔE to the lowest compared entry with this formula, charge and spin (kJ/mol): 224.3


2 unconnected molecules or ions with the total composition C6H14N2O2 at a distorted geometry, computed with ωB97M-V with the def2-TZVPD basis set.

The geometry in XYZ format:
```
24
Properties=species:S:1:pos:R:3:lowdin_charge:R:1
C 1.70596 -2.13447 -1.23328 -0.077
N 1.38640 -0.92836 -1.97043 -0.001
C 0.11752 -0.66704 -2.30107 -0.571
C -0.28069 0.57350 -3.00119 -0.006
O -0.73272 -1.49292 -1.92125 0.012
H 1.19939 -3.02225 -1.60697 0.087
H 2.76823 -2.27446 -1.07903 0.082
H 1.26042 -2.02420 -0.23674 0.077
H 2.17081 -0.38882 -2.31508 0.139
H -0.09194 1.41971 -2.33340 0.084
H 0.31027 0.68701 -3.91829 0.087
H -1.33613 0.56550 -3.25875 0.087
C -2.19456 1.43726 1.11591 -0.069
N -0.79781 1.23835 1.56992 -0.020
C -0.65193 0.64765 2.82860 -0.554
C 0.77285 0.18819 2.99259 -0.018
O -1.56688 0.50513 3.59330 0.076
H -2.39290 2.40787 1.57293 0.085
H -2.28580 1.61980 0.04183 0.072
H -2.76523 0.54839 1.37689 0.086
H -0.12544 0.95941 0.86620 0.109
H 1.52752 0.98297 2.98094 0.084
H 0.88885 -0.29634 3.96829 0.083
H 1.11380 -0.55190 2.26807 0.068
```

Output
Spin multiplicity: 1
Molecular weight (u): 146.19
SMILES: CNC(C)=O.CNC(C)=O
E_LUMO (eV): 0.54
ΔE to the lowest compared entry with this formula, charge and spin (kJ/mol): 110.4


2 unconnected molecules or ions with the total composition C6H14N2O2 at a distorted geometry, computed with ωB97M-V with the def2-TZVPD basis set.

The geometry in XYZ format:
```
24
Properties=species:S:1:pos:R:3:lowdin_charge:R:1
C 1.84202 1.50832 -1.20699 -0.069
N 0.42508 1.61154 -0.78606 0.038
C 0.34212 2.41308 0.31714 -0.561
C -0.86121 2.12762 1.24625 0.005
O 1.01445 3.38356 0.57510 0.052
H 1.92115 1.55967 -2.29875 0.076
H 2.44090 2.34457 -0.87096 0.075
H 2.31676 0.58684 -0.87338 0.073
H -0.15121 0.79607 -0.82097 0.083
H -1.58293 1.42510 0.82132 0.041
H -0.43410 1.64346 2.11922 0.085
H -1.40275 3.07285 1.22871 0.083
C -2.19813 -1.11863 -0.16346 -0.074
N -0.85325 -1.60297 -0.45376 0.002
C 0.10887 -1.70942 0.47460 -0.571
C 1.21638 -2.71876 0.23983 0.002
O 0.08260 -1.14895 1.56280 0.036
H -2.62949 -0.34740 -0.81357 0.082
H -2.84972 -1.95499 -0.43881 0.084
H -2.31027 -0.78345 0.85902 0.081
H -0.73589 -1.99310 -1.37658 0.138
H 0.88437 -3.40167 -0.55470 0.075
H 2.21000 -2.30803 0.11259 0.078
H 1.20424 -3.38531 1.10140 0.087
```

Output
Spin multiplicity: 1
Molecular weight (u): 146.19
SMILES: CNC(C)=O.CNC(C)=O
E_LUMO (eV): 0.50
ΔE to the lowest compared entry with this formula, charge and spin (kJ/mol): 135.5


2 unconnected molecules or ions with the total composition C6H14N2O2 at a distorted geometry, computed with ωB97M-V with the def2-TZVPD basis set.

The geometry in XYZ format:
```
24
Properties=species:S:1:pos:R:3:lowdin_charge:R:1
C -0.38931 2.38789 1.30718 -0.096
N 0.39981 1.13902 1.36524 -0.039
C 1.71613 1.22701 1.01457 -0.567
C 2.51652 -0.00090 1.35170 -0.017
O 2.01779 2.21102 0.37546 0.054
H -0.59113 2.87238 0.28453 0.105
H -1.48608 2.09320 1.59074 0.100
H -0.01797 3.14691 2.00603 0.078
H 0.28610 0.46236 2.13132 0.137
H 1.91028 -0.92824 1.20699 0.085
H 3.32670 -0.25723 0.68630 0.069
H 3.03799 -0.17459 2.35095 0.106
C -2.09932 -1.50680 0.65171 -0.118
N -1.25091 -0.89453 -0.37336 -0.021
C -1.04759 -1.45721 -1.66694 -0.549
C -0.13695 -0.60256 -2.54021 -0.007
O -1.47323 -2.54842 -1.92466 0.067
H -2.62200 -0.82947 1.28634 0.056
H -2.91043 -2.05700 0.24350 0.048
H -1.66164 -2.42774 1.27365 0.120
H -1.07642 0.11356 -0.16062 0.105
H 0.01328 -1.19021 -3.42677 0.064
H -0.72076 0.23898 -2.95717 0.083
H 0.75652 -0.35969 -1.77339 0.133
```

Output
Spin multiplicity: 1
Molecular weight (u): 146.19
SMILES: CNC(C)=O.CNC(C)=O
E_LUMO (eV): 0.58
ΔE to the lowest compared entry with this formula, charge and spin (kJ/mol): 218.4


2 unconnected molecules or ions with the total composition C6H14N2O2 at a distorted geometry, computed with ωB97M-V with the def2-TZVPD basis set.

The geometry in XYZ format:
```
24
Properties=species:S:1:pos:R:3:lowdin_charge:R:1
C 0.33190 -2.69735 0.92286 -0.116
N -0.23660 -1.47811 1.39703 -0.010
C -1.62388 -1.36228 1.38340 -0.527
C -2.12610 -0.15929 2.01203 -0.028
O -2.37728 -2.29531 1.01540 0.000
H 1.17369 -2.53453 0.18615 0.086
H 0.76070 -3.39470 1.70015 0.085
H -0.47977 -3.39987 0.59399 0.090
H 0.34988 -0.71637 1.70534 0.111
H -1.27218 0.28101 2.66577 0.116
H -2.33841 0.67193 1.35631 0.071
H -3.11708 -0.16136 2.49941 0.095
C 1.45799 -0.33925 -2.17063 -0.046
N 1.16732 1.18708 -2.17230 0.002
C 0.75318 1.71738 -0.90341 -0.500
C 0.36665 3.20540 -0.78571 -0.010
O 0.84137 0.93394 0.00604 0.019
H 0.52362 -0.71060 -1.63548 0.089
H 1.68967 -0.94051 -3.02786 0.062
H 2.35116 -0.32102 -1.49619 0.085
H 1.10715 1.60998 -3.04757 0.082
H 0.20406 3.63522 0.20972 0.073
H 1.10959 3.97080 -1.08089 0.079
H -0.61663 3.29780 -1.33357 0.095
```

Output
Spin multiplicity: 1
Molecular weight (u): 146.19
SMILES: CNC(C)=O.CNC(C)=O
E_LUMO (eV): 0.71
ΔE to the lowest compared entry with this formula, charge and spin (kJ/mol): 223.6


2 unconnected molecules or ions with the total composition C6H14N2O2 at a distorted geometry, computed with ωB97M-V with the def2-TZVPD basis set.

The geometry in XYZ format:
```
24
Properties=species:S:1:pos:R:3:lowdin_charge:R:1
C -0.55908 0.05140 -3.16840 -0.109
N -0.93026 -1.36111 -3.18040 -0.008
C -2.00869 -1.73097 -2.31614 -0.533
C -2.14534 -3.21958 -2.27761 -0.041
O -2.82500 -0.93816 -1.87743 0.054
H -1.04379 0.60157 -3.99209 0.079
H -0.91676 0.70607 -2.36569 0.077
H 0.54003 0.16401 -3.15985 0.085
H -0.18683 -1.98589 -3.43405 0.115
H -1.36145 -3.57518 -1.56381 0.090
H -3.10479 -3.61019 -1.86134 0.083
H -2.17771 -3.68536 -3.32975 0.108
C 3.10664 0.80177 2.96000 -0.057
N 1.66089 0.97982 3.20529 0.031
C 0.91015 1.54535 2.21734 -0.494
C -0.33859 2.32471 2.60578 -0.008
O 1.22647 1.72302 1.00231 -0.010
H 3.36787 0.91121 1.87437 0.103
H 3.71730 1.56879 3.34771 0.072
H 3.46060 -0.11082 3.12603 0.027
H 1.45265 1.22990 4.15074 0.120
H -1.05663 1.93722 1.94168 0.067
H -0.59817 2.34594 3.70538 0.096
H -0.18954 3.32648 2.38995 0.054
```

Output
Spin multiplicity: 1
Molecular weight (u): 146.19
SMILES: CNC(C)=O.CNC(C)=O
E_LUMO (eV): 0.81
ΔE to the lowest compared entry with this formula, charge and spin (kJ/mol): 207.5


2 unconnected molecules or ions with the total composition C6H14N2O2 at a distorted geometry, computed with ωB97M-V with the def2-TZVPD basis set.

The geometry in XYZ format:
```
24
Properties=species:S:1:pos:R:3:lowdin_charge:R:1
C 2.51286 0.60411 -1.69740 -0.132
N 1.70683 -0.16968 -0.82889 -0.024
C 2.03557 -1.12675 0.10427 -0.564
C 0.97962 -2.06700 0.52009 -0.023
O 3.13973 -1.14193 0.63193 0.044
H 2.38772 1.73243 -1.50207 0.104
H 3.58440 0.38350 -1.62930 0.080
H 2.52680 0.43075 -2.79734 0.085
H 0.67742 -0.34968 -1.23737 0.133
H -0.02892 -1.70250 0.51844 0.040
H 0.96429 -2.96742 -0.15012 0.107
H 1.00699 -2.38317 1.63380 0.124
C -1.89572 1.24743 2.42905 -0.079
N -1.47170 1.15419 0.99463 -0.021
C -2.18464 0.52113 0.03281 -0.613
C -1.57509 0.22424 -1.24730 -0.055
O -3.27541 0.04165 0.34518 0.019
H -2.70720 0.44627 2.76104 0.123
H -0.99044 1.10662 3.07920 0.075
H -2.19103 2.34036 2.54852 0.089
H -0.41956 1.39407 0.82688 0.174
H -2.48234 0.21363 -2.11526 0.162
H -1.04660 0.90921 -1.88675 0.063
H -1.25359 -0.84145 -1.33405 0.088
```

Output
Spin multiplicity: 1
Molecular weight (u): 146.19
SMILES: CNC(C)=O.CNC(C)=O
E_LUMO (eV): 0.52
ΔE to the lowest compared entry with this formula, charge and spin (kJ/mol): 280.2


2 unconnected molecules or ions with the total composition C6H14N2O2 at a distorted geometry, computed with ωB97M-V with the def2-TZVPD basis set.

The geometry in XYZ format:
```
24
Properties=species:S:1:pos:R:3:lowdin_charge:R:1
C 2.44408 -0.57175 1.72503 -0.096
N 1.02457 -0.71141 2.06383 -0.014
C 0.26139 0.28773 2.58326 -0.596
C -1.24050 -0.07809 2.89595 -0.015
O 0.59690 1.38283 2.90014 0.065
H 2.83927 0.50754 1.68479 0.102
H 3.01454 -1.02054 2.59730 0.100
H 2.76975 -0.75456 0.69137 0.070
H 0.67811 -1.67905 2.16149 0.139
H -1.20962 0.08595 3.96336 0.063
H -1.88708 0.64540 2.33874 0.082
H -1.55841 -1.18003 2.63229 0.098
C -0.70969 2.19980 -2.38496 -0.057
N -0.87586 0.78625 -1.89396 -0.023
C -0.74816 -0.27363 -2.83513 -0.524
C -0.46383 -1.63190 -2.31037 -0.018
O -0.94956 -0.00805 -4.01967 0.028
H 0.03159 2.53922 -1.69853 0.062
H -0.30233 2.17766 -3.38702 0.076
H -1.68573 2.67592 -2.25255 0.082
H -0.90892 0.68134 -0.85190 0.136
H -0.37936 -2.37181 -3.14781 0.102
H 0.48825 -1.68517 -1.72770 0.091
H -1.22939 -2.00367 -1.72795 0.046
```

Output
Spin multiplicity: 1
Molecular weight (u): 146.19
SMILES: CNC(C)=O.CNC(C)=O
E_LUMO (eV): 0.44
ΔE to the lowest compared entry with this formula, charge and spin (kJ/mol): 192.8